Run A
This record from OMol25 describes one molecule with the formula C5H10N2. The level of theory is ωB97M-V/def2-TZVPD.

Structure (XYZ):
```
17
Properties=species:S:1:pos:R:3:mulliken_charge:R:1
N -1.774 -0.993 -0.695 -0.59
N -0.982 -0.416 0.390 -0.04
C 0.714 1.033 -0.795 -0.69
C 0.447 -0.158 0.034 0.48
C 0.320 1.180 0.663 -0.18
C -1.213 1.026 0.930 -0.56
C 1.571 -1.549 0.293 -1.51
H 1.693 1.418 -1.044 0.32
H -1.775 1.678 0.209 0.27
H 2.475 -1.265 0.550 0.46
H 1.067 1.667 1.310 0.32
H -0.091 1.207 -1.505 0.19
H -1.513 1.084 1.954 0.28
H -2.208 -0.265 -1.243 0.22
H -2.564 -1.527 -0.291 0.22
H 1.495 -1.995 -0.584 0.43
H 1.085 -2.115 1.045 0.37
```

Values from the calculation:
* SMILES: C[C@]12C[C@H]1CN2N
* HOMO level: -0.3205 Eh
* LUMO energy: 1.13 eV
* Kohn-Sham gap: 9.849 eV

Run B
This record from OMol25 describes one molecule with the formula C5H10N2. The level of theory is ωB97M-V/def2-TZVPD.

Structure (XYZ):
```
17
Properties=species:S:1:pos:R:3:mulliken_charge:R:1
N 0.967 -1.429 0.081 -0.48
N -0.189 -0.736 -0.242 0.34
C -1.444 -1.435 -0.083 -0.92
C -1.006 1.585 0.204 -1.17
C 1.954 -0.417 0.289 -0.57
C 0.058 0.573 -0.002 0.12
C 1.494 0.896 -0.294 -0.25
H 2.617 -0.550 1.130 0.30
H -1.321 -2.454 -0.447 0.27
H -0.672 2.351 0.911 0.35
H -1.747 -1.475 0.969 0.34
H -1.231 2.114 -0.732 0.26
H 1.833 1.767 0.277 0.26
H 1.148 -2.150 -0.620 0.25
H -1.941 1.177 0.589 0.36
H 1.702 1.121 -1.366 0.17
H -2.222 -0.939 -0.663 0.37
```

Values from the calculation:
* HOMO level (alpha / beta): -0.2418 / -0.2090 Eh
* LUMO energy (alpha / beta): 0.90 / 0.94 eV
* Kohn-Sham gap (alpha / beta): 7.477 / 6.629 eV

Energies in kcal/mol, measured from the most stable structure: run A 3.6; run B 0.0.